{
  "formula": "C24H25F3IrNO3",
  "method": "the ωB97M-V functional and the def2-TZVPD basis",
  "species": ["C", "C", "C", "H", "C", "C", "H", "C", "C", "C", "H", "C", "C", "H", "H", "H", "H", "H", "H", "Ir", "C", "C", "C", "H", "H", "H", "H", "H", "H", "C", "C", "H", "H", "O", "N", "C", "H", "C", "C", "H", "C", "H", "C", "H", "C", "H", "C", "H", "H", "H", "F", "C", "F", "F", "C", "O", "O"],
  "positions_angstrom": [[2.350, -0.220, 2.617], [2.433, -0.968, 1.382], [1.902, -0.138, 0.326], [2.837, -1.972, 1.269], [1.501, 1.117, 0.909], [1.819, 1.074, 2.309], [1.021, 1.937, 0.376], [-1.070, -1.781, 3.048], [0.006, -2.575, 2.532], [-0.091, -2.565, 1.093], [0.766, -3.086, 3.114], [-1.202, -1.706, 0.717], [-1.798, -1.243, 1.943], [1.844, -0.405, -0.729], [1.680, 1.876, 3.022], [2.616, -0.596, 3.603], [-2.659, -0.577, 1.981], [0.541, -3.118, 0.398], [-1.263, -1.609, 4.099], [0.386, -0.597, 1.732], [-1.781, -1.508, -0.686], [-3.284, -1.785, -0.649], [-1.124, -2.445, -1.701], [-3.468, -2.824, -0.350], [-3.695, -1.630, -1.652], [-3.800, -1.113, 0.044], [-1.293, -3.489, -1.414], [-0.048, -2.259, -1.794], [-1.592, -2.281, -2.678], [-1.512, -0.039, -1.084], [-2.048, 0.429, -2.433], [-0.421, 0.108, -1.077], [-1.932, 0.632, -0.314], [-2.951, -0.115, -3.072], [-1.440, 1.551, -2.935], [-0.287, 2.264, -2.391], [-1.898, 1.952, -3.748], [1.045, 1.657, -2.820], [2.234, 2.304, -2.446], [2.165, 3.235, -1.869], [3.474, 1.765, -2.810], [4.390, 2.267, -2.490], [3.536, 0.598, -3.588], [4.504, 0.191, -3.888], [2.350, -0.035, -3.982], [2.374, -0.942, -4.592], [1.106, 0.492, -3.601], [0.176, 0.015, -3.934], [-0.336, 2.278, -1.285], [-0.333, 3.311, -2.732], [-1.067, 2.078, 6.292], [-1.384, 2.219, 4.981], [-2.737, 2.101, 4.851], [-1.024, 3.475, 4.586], [-0.674, 1.151, 4.074], [0.060, 0.295, 4.623], [-0.901, 1.248, 2.824]],
  "lowdin_spin": [0.0070, 0.1016, 0.0613, 0.0080, 0.0601, 0.1591, 0.0055, 0.0828, 0.0537, 0.1049, 0.0022, 0.0129, 0.1545, 0.0041, 0.0081, -0.0008, 0.0077, 0.0076, 0.0026, 0.9926, 0.0006, 0.0021, 0.0024, 0.0002, 0.0000, 0.0005, 0.0010, 0.0005, 0.0000, 0.0064, 0.0010, 0.0032, 0.0021, 0.0005, 0.0017, 0.0459, 0.0005, 0.3712, 0.5816, 0.0194, 0.4565, 0.0124, 0.3556, 0.0063, 0.5502, 0.0201, 0.4578, 0.0115, 0.0150, 0.0155, 0.0030, 0.0120, 0.0009, 0.0009, 0.0070, 0.0111, 0.1880],
  "orbital_gap_ev": [3.6, 2.5],
  "largest_force_ha_per_bohr": 0.0759,
  "s2": 8.7710,
  "charge": 1,
  "e_tot_ha": -1613.3653,
  "multiplicity": 6,
  "relative_energy_kj_mol": 0.0,
  "lumo_energy_ev": [-4.427, -8.695]
}